{
  "formula": "C3H6BrCl3Si",
  "method": "ωB97M-V with the def2-TZVPD basis set",
  "elements": ["C", "C", "C", "Si", "Cl", "Cl", "Cl", "Br", "H", "H", "H", "H", "H", "H"],
  "xyz": [[-2.039, 0.276, 0.084], [-0.759, -0.194, -0.597], [0.486, 0.417, -0.056], [2.128, -0.514, 0.048], [3.117, -0.226, -1.700], [1.676, -2.474, 0.231], [3.276, 0.114, 1.564], [0.592, 2.295, -0.252], [-2.127, 1.359, 0.055], [-2.906, -0.157, -0.407], [-2.021, -0.040, 1.126], [-0.822, 0.067, -1.664], [-0.681, -1.279, -0.522], [0.080, 0.356, 2.089]],
  "mulliken_charge": [-1.23, -0.26, -0.14, 0.69, -0.23, -0.23, -0.19, -0.05, 0.31, 0.35, 0.34, 0.32, 0.25, 0.07],
  "e_homo_ev": [-9.895, -8.883],
  "lumo_energy_ev": [-0.8960, -0.7518],
  "gap_ev": [9.0, 8.1],
  "largest_force_ev_per_a": 1.93,
  "spin_multiplicity": 1,
  "relative_energy_kj_mol": 294.25
}